C5H12O2 in the gas phase at a distorted geometry. Source: the Open Molecules 2025 dataset; level of theory: ωB97M-V with the def2-TZVPD basis set.

```
19
Properties=species:S:1:pos:R:3:nbo_charge:R:1
O 0.76930 1.62751 1.06037 -0.75
C -1.10582 0.15997 0.69269 -0.46
H -0.55633 -0.50637 -1.30763 0.17
H -1.11770 2.18698 1.47593 0.18
H -0.80462 2.07539 -0.26298 0.14
H 1.11404 1.65837 -1.18670 0.20
H 2.63359 1.02329 -0.65795 0.21
O 1.14342 -0.39059 -0.19600 -0.58
H -2.16660 0.12108 0.40342 0.22
H -1.04355 -0.24486 1.71436 0.21
H 0.00334 -2.86902 -0.66505 0.22
H -0.38725 -2.51475 1.03359 0.21
C -0.59462 1.60005 0.71859 -0.06
C -0.56934 -2.21087 -0.00572 -0.62
C 1.66189 0.69654 -1.06450 -0.27
C -0.27961 -0.71924 -0.27163 0.11
H 1.76858 0.21627 -2.02543 0.18
H -1.63695 -2.41014 -0.19896 0.22
H 1.07144 0.70081 0.90675 0.48
```

Frontier orbital gap = 10.67 eV
Energy = -9473.1400 eV
HOMO energy = -9.6 eV
Lowest unoccupied orbital energy = 0.0390 hartree
Relative energy (zero: lowest compared OMol25 entry of this formula, charge and spin) = 46.0 kcal per mole
SMILES string = CO[C@@H](C)CCO

***

2 unconnected molecules or ions with the total composition C5H12O2. Source: the Open Molecules 2025 dataset; level of theory: ωB97M-V with the def2-TZVPD basis set.

```
19
Properties=species:S:1:pos:R:3:nbo_charge:R:1
O 1.87027 0.70201 -0.00184 -0.74
C -1.48294 -2.30164 0.78295 -0.51
H -1.90741 -1.24605 -1.59124 0.22
C 1.08775 1.89130 -0.21852 -0.07
H -0.49809 3.02277 0.65851 0.22
H -0.60906 1.28501 0.99068 0.22
C -0.83233 -1.30672 -1.41799 -0.67
C 0.07978 2.12228 0.87122 -0.64
H -1.22737 -2.55560 1.79773 0.21
H 0.55497 2.30334 1.83790 0.21
H 1.76217 2.73489 -0.35048 0.17
H 2.51770 0.90044 0.68671 0.48
H 0.62288 1.72779 -1.18969 0.18
H 1.15233 -0.94179 0.20897 0.50
C -0.55897 -1.78084 -0.02350 0.32
O 0.76392 -1.83243 0.32319 -0.72
H -0.42727 -0.30941 -1.59333 0.21
H -2.47297 -2.42641 0.37678 0.20
H -0.39538 -1.98894 -2.14807 0.22
```

Frontier orbital gap = 9.37 eV
Energy = -9473.7474 eV
HOMO energy = -8.6 eV
Lowest unoccupied orbital energy = 0.0271 hartree
Relative energy (zero: lowest compared OMol25 entry of this formula, charge and spin) = 32.0 kcal per mole
SMILES string = C=C(C)O.CCO

***

C5H12O2 in the gas phase at a distorted geometry. Source: the Open Molecules 2025 dataset; level of theory: ωB97M-V with the def2-TZVPD basis set.

```
19
Properties=species:S:1:pos:R:3:nbo_charge:R:1
H -0.03120 -2.49366 -0.17956 0.16
C 0.48212 -0.48176 0.50807 -0.29
H -1.77050 2.39671 -1.59260 0.17
H -0.96161 0.91756 1.26062 0.18
C 0.59899 -1.64788 -0.47680 -0.04
C -0.77761 0.34481 0.33144 -0.06
H -0.61493 3.19660 -0.48352 0.17
H -0.11842 2.70758 -2.12536 0.20
O -0.30787 1.14357 -0.82419 -0.61
H 0.84244 0.08913 2.58412 0.21
H 1.99251 -1.06162 1.86471 0.22
H 0.09342 -0.37728 -1.86377 0.49
C -0.73562 2.42002 -1.25321 -0.23
H 0.38957 -1.61006 2.37857 0.20
H -1.67601 -0.23317 0.06856 0.19
H 1.64195 -1.98739 -0.45821 0.16
O 0.25048 -1.33102 -1.80683 -0.74
C 0.93700 -0.78502 1.92305 -0.60
H 1.11424 0.30368 0.11560 0.23
```

Frontier orbital gap = 10.64 eV
Energy = -9473.1440 eV
HOMO energy = -9.7 eV
Lowest unoccupied orbital energy = 0.0331 hartree
Relative energy (zero: lowest compared OMol25 entry of this formula, charge and spin) = 45.9 kcal per mole
SMILES string = COC[C@@H](C)CO

***

C5H12O2 in the gas phase at a distorted geometry. Source: the Open Molecules 2025 dataset; level of theory: ωB97M-V with the def2-TZVPD basis set.

```
19
Properties=species:S:1:pos:R:3:nbo_charge:R:1
C 2.38487 -0.89833 -0.05801 -0.62
H 0.08977 -0.68897 1.16683 0.15
H -3.49294 0.77915 0.63145 0.48
H -2.66242 -0.66141 -1.19780 0.17
H 2.13986 1.08454 0.83323 0.23
C 1.61895 0.43280 0.11285 -0.40
C -2.11900 -0.25799 -0.33500 -0.07
O -0.24850 1.37176 1.27734 -0.74
C -0.61353 -0.02337 -0.68791 -0.45
H 2.93998 -1.25043 0.82845 0.21
H 1.71889 -1.72492 -0.34383 0.20
H -0.12047 0.80596 -1.41977 0.22
H -1.14918 1.57640 0.97557 0.49
O -2.69981 0.96639 0.11293 -0.74
H -0.25775 -0.95544 -1.15012 0.22
H 3.11522 -0.76958 -0.85467 0.21
C 0.18992 0.23246 0.57140 0.08
H 1.42415 1.00184 -0.93376 0.18
H -2.25801 -1.02088 0.47082 0.17
```

Frontier orbital gap = 10.60 eV
Energy = -9473.3595 eV
HOMO energy = -9.8 eV
Lowest unoccupied orbital energy = 0.0275 hartree
Relative energy (zero: lowest compared OMol25 entry of this formula, charge and spin) = 41.0 kcal per mole
SMILES string = CC[C@@H](O)CCO

***

2 unconnected molecules or ions with the total composition C5H12O2 at a distorted geometry. Source: the Open Molecules 2025 dataset; level of theory: ωB97M-V with the def2-TZVPD basis set.

```
19
Properties=species:S:1:pos:R:3:nbo_charge:R:1
C 2.74104 -1.44480 -0.02004 -0.65
H 3.12418 -1.75071 -0.99763 0.22
H -0.88867 0.49730 2.22049 0.16
H 0.90332 0.35977 0.90953 0.19
H -1.64023 -1.12976 -0.26261 0.20
C 1.18993 -1.35161 -0.48751 -0.46
C -1.64157 -0.00529 1.65907 -0.09
H -1.80940 3.74884 -2.61576 0.46
H -1.89281 -0.87693 2.31646 0.20
C 0.37493 -0.28419 0.21349 -0.11
H -2.85713 1.64782 1.03977 0.48
O -1.11730 3.22909 -2.88448 -0.93
H 3.20521 -0.45909 0.05518 0.21
H 3.30104 -2.16025 0.70808 0.23
C -1.05797 -0.32794 0.27715 -0.27
H 1.07811 -1.36737 -1.55195 0.23
H 0.52252 -2.09632 -0.10604 0.24
O -2.83730 0.88635 1.62400 -0.77
H -0.69789 2.88509 -2.09719 0.47
```

Frontier orbital gap = 9.75 eV
Energy = -9471.3112 eV
HOMO energy = -9.1 eV
Lowest unoccupied orbital energy = 0.0223 hartree
Relative energy (zero: lowest compared OMol25 entry of this formula, charge and spin) = 88.2 kcal per mole
SMILES string = CC/C=C/CO.O

***

3 unconnected molecules or ions with the total composition C5H12O2 at a distorted geometry. Source: the Open Molecules 2025 dataset; level of theory: ωB97M-V with the def2-TZVPD basis set.

```
19
Properties=species:S:1:pos:R:3:nbo_charge:R:1
C -0.86361 -0.00435 1.97208 -0.15
O 1.84280 -3.37015 0.02265 -0.91
H 1.48593 -0.09515 -2.68045 0.46
H 0.54097 2.42951 0.33882 0.30
H -0.92538 -1.03243 1.85391 0.22
C -1.51017 0.51003 -0.38075 -0.23
H -0.99576 2.96435 0.96844 0.29
H -1.53809 -1.63479 -0.13893 0.21
H -1.61655 1.39148 -1.12174 0.27
C -0.86903 0.86461 0.95231 0.19
H 2.58265 -3.48370 0.77961 0.48
C -1.52652 -0.77321 -0.76250 -0.17
H 2.65425 0.51123 -3.41143 0.47
H -1.62473 -1.18924 -1.74103 0.24
H 0.31374 2.25551 1.99335 0.25
O 1.81957 0.69041 -3.14459 -0.93
H -1.17769 0.21272 3.00907 0.26
H 1.60703 -2.41177 0.40632 0.44
C -0.19941 2.16492 1.08486 -0.70
```

Frontier orbital gap (spin up / spin down) = 8.82 / 6.58 eV
Energy = -9462.9128 eV
HOMO energy (spin up / spin down) = -14.5 / -14.5 eV
Lowest unoccupied orbital energy (spin up / spin down) = -0.2073 / -0.2898 hartree
Multiplicity = 2
Relative energy (zero: lowest compared OMol25 entry of this formula, charge and spin) = 49.1 kcal per mole
Charge = +1

***

C5H12O2S in the gas phase at a distorted geometry. Source: the Open Molecules 2025 dataset; level of theory: ωB97M-V with the def2-TZVPD basis set.

```
20
Properties=species:S:1:pos:R:3:nbo_charge:R:1
H 3.76115 0.15343 0.30267 0.21
H -2.21297 1.37460 -0.93151 0.13
H -4.09182 0.18410 -0.09544 0.22
H 3.22551 -0.09946 1.90710 0.21
H 1.96473 -0.28666 -1.58258 0.24
C 1.86689 0.88350 0.75415 -0.64
C 1.33826 0.62814 -1.81281 -0.78
S 0.53575 1.02191 -0.25596 0.98
H 2.57057 -1.14475 0.69531 0.21
H -3.09809 -0.88734 0.86244 0.22
H 1.61182 1.41653 1.70540 0.21
H -3.05864 -1.19031 -0.90878 0.21
O -1.83233 1.14522 1.13098 -0.74
H -0.96904 1.53963 1.19506 0.46
H 1.69933 1.62297 -2.08844 0.25
C -3.14294 -0.42565 -0.04447 -0.62
O -0.73311 -0.17981 -0.35749 -0.73
C 2.94258 -0.15931 0.96558 -0.64
C -1.92241 0.51971 -0.15977 0.36
H 0.68611 0.26448 -2.55628 0.23
```

Frontier orbital gap = 8.83 eV
Energy = -20306.0885 eV
HOMO energy = -8.1 eV
Lowest unoccupied orbital energy = 0.0256 hartree
Relative energy (zero: lowest compared OMol25 entry of this formula, charge and spin) = 97.5 kcal per mole

***

2 unconnected molecules or ions with the total composition C5H12O2S at a distorted geometry. Source: the Open Molecules 2025 dataset; level of theory: ωB97M-V with the def2-TZVPD basis set.

```
20
Properties=species:S:1:pos:R:3:nbo_charge:R:1
H -2.25285 1.97996 0.35172 0.21
C 1.79903 -1.02770 -0.35897 -0.63
C -0.24878 0.91634 0.26290 0.00
H -1.71427 1.03563 1.71015 0.24
H 0.25726 -1.91445 -1.70515 0.22
O -0.12151 -1.21742 1.71386 -1.04
H 0.87706 -0.29058 -1.98246 0.28
H -1.86336 -1.76335 -1.08175 0.13
H 2.22307 0.02287 -0.19691 0.21
O 0.37385 1.78919 -0.79689 -0.77
C 0.57414 -1.01117 -1.20543 -0.54
H 2.66204 -1.67123 -0.67364 0.22
H 1.45695 -1.31692 0.58155 0.28
H 0.71319 2.57370 -0.41928 0.47
C -1.38254 1.64556 0.96532 -0.64
C -0.52425 -0.37239 -0.49616 0.18
H -0.39057 -2.13401 1.67028 0.43
H -0.82082 2.53046 1.47892 0.22
H 0.52714 0.72750 0.95799 0.24
S -2.14478 -0.50201 -0.77604 0.28
```

Frontier orbital gap (spin up / spin down) = 7.98 / 7.99 eV
Energy = -20305.7231 eV
HOMO energy (spin up / spin down) = -8.6 / -8.6 eV
Lowest unoccupied orbital energy (spin up / spin down) = -0.0213 / -0.0212 hartree
Relative energy (zero: lowest compared OMol25 entry of this formula, charge and spin) = 106.0 kcal per mole

***

A molecular structure, C5H12O3. Source: the Open Molecules 2025 dataset; level of theory: ωB97M-V with the def2-TZVPD basis set.

```
20
Properties=species:S:1:pos:R:3:nbo_charge:R:1
H -0.36656 0.35089 0.24585 0.33
H -2.10469 1.71827 -0.75883 0.21
C -0.56973 -0.56341 1.42500 -0.74
H 1.09947 -1.94909 1.31344 0.20
H 1.57927 -0.26777 1.57439 0.21
H 1.26404 -1.60618 -1.21625 0.49
O 1.16921 -0.79923 -1.74162 -0.75
O 1.22139 1.63636 -0.70988 -0.69
H 1.77768 0.87823 -0.95635 0.50
H -0.86817 0.35807 1.92805 0.23
C -1.08414 2.07598 -0.79070 -0.39
C -0.19235 -0.42981 -1.65692 0.47
H 0.89983 -1.21257 2.89752 0.22
H -0.86101 -0.90834 0.16481 0.39
H -0.90888 3.14356 -0.83806 0.21
O -0.97472 -1.26215 -1.06027 -0.71
C 0.82921 -1.02097 1.82407 -0.62
H -1.33047 -1.30712 1.69756 0.25
C -0.07123 1.19019 -0.72686 0.02
H -0.50814 -0.02490 -2.61493 0.18
```

Frontier orbital gap = 8.83 eV
Energy = -11517.6215 eV
HOMO energy = -8.7 eV
Lowest unoccupied orbital energy = 0.0039 hartree
Relative energy (zero: lowest compared OMol25 entry of this formula, charge and spin) = 118.6 kcal per mole

***

3 unconnected molecules or ions with the total composition C5H12O3 at a distorted geometry. Source: the Open Molecules 2025 dataset; level of theory: ωB97M-V with the def2-TZVPD basis set.

```
20
Properties=species:S:1:pos:R:3:nbo_charge:R:1
H -2.34518 -1.88041 -0.28741 0.48
O 2.85993 -0.20782 1.05993 -1.17
H 1.26410 1.57412 0.97636 0.32
H -0.43653 1.48784 1.16741 0.17
H 0.15422 2.07947 -0.33172 0.22
C 0.37494 1.29668 0.39970 -0.61
H -3.32524 -0.65187 1.10075 0.22
H 3.98724 0.41807 -1.54147 0.45
H 2.85713 0.07004 -0.27365 0.49
C 0.28487 -0.11353 -0.07446 -0.53
C -2.13170 0.37534 -0.23849 0.37
H -3.56239 1.09509 1.29673 0.31
C -1.10440 -0.50159 -0.24802 0.33
H 0.72598 -0.78728 0.67654 0.33
H 3.80542 -0.10991 1.21364 0.44
O 3.06864 0.45358 -1.28924 -1.10
H -4.23928 0.20080 -0.09947 0.27
O -1.37122 -1.82650 -0.40241 -0.56
H 0.84966 -0.27541 -1.01240 0.32
C -3.37428 0.31813 0.56196 -0.77
```

Frontier orbital gap = 3.34 eV
Energy = -11514.6294 eV
HOMO energy = -7.2 eV
Lowest unoccupied orbital energy = -0.1403 hartree
Relative energy (zero: lowest compared OMol25 entry of this formula, charge and spin) = 187.6 kcal per mole

***

> Look up the energy of the sixth one.

-9462.9128 eV

***

What did the sixth record say?
3 unconnected molecules or ions with the total composition C5H12O2 at a distorted geometry. Source: the Open Molecules 2025 dataset; level of theory: ωB97M-V with the def2-TZVPD basis set.

```
19
Properties=species:S:1:pos:R:3:nbo_charge:R:1
C -0.86361 -0.00435 1.97208 -0.15
O 1.84280 -3.37015 0.02265 -0.91
H 1.48593 -0.09515 -2.68045 0.46
H 0.54097 2.42951 0.33882 0.30
H -0.92538 -1.03243 1.85391 0.22
C -1.51017 0.51003 -0.38075 -0.23
H -0.99576 2.96435 0.96844 0.29
H -1.53809 -1.63479 -0.13893 0.21
H -1.61655 1.39148 -1.12174 0.27
C -0.86903 0.86461 0.95231 0.19
H 2.58265 -3.48370 0.77961 0.48
C -1.52652 -0.77321 -0.76250 -0.17
H 2.65425 0.51123 -3.41143 0.47
H -1.62473 -1.18924 -1.74103 0.24
H 0.31374 2.25551 1.99335 0.25
O 1.81957 0.69041 -3.14459 -0.93
H -1.17769 0.21272 3.00907 0.26
H 1.60703 -2.41177 0.40632 0.44
C -0.19941 2.16492 1.08486 -0.70
```

Frontier orbital gap (spin up / spin down) = 8.82 / 6.58 eV
Energy = -9462.9128 eV
HOMO energy (spin up / spin down) = -14.5 / -14.5 eV
Lowest unoccupied orbital energy (spin up / spin down) = -0.2073 / -0.2898 hartree
Multiplicity = 2
Relative energy (zero: lowest compared OMol25 entry of this formula, charge and spin) = 49.1 kcal per mole
Charge = +1